<one>
DFT (ωB97M-V/def2-TZVPD) results for the molecule C5H11N3.

Results
HOMO energy: -8.812 eV
SMILES: [H]/N=C(/C)N[C@@]1(C)CN1

Last column: natural (NBO) charge in e.
CARTESIAN COORDINATES (ANGSTROEM)
H -1.181 -1.569 -0.482  0.33
N -1.875 -0.890 -0.181  -0.72
C -1.399 0.251 0.090  0.46
C -2.323 1.358 0.522  -0.66
N -0.070 0.646 0.012  -0.65
C 1.143 -0.215 -0.076  0.19
C 1.274 -1.290 0.984  -0.62
C 1.174 -0.520 -1.513  -0.21
N 2.335 0.359 -0.566  -0.61
H -2.223 2.219 -0.137  0.22
H -2.087 1.678 1.537  0.22
H -3.345 0.995 0.491  0.24
H 0.142 1.615 0.213  0.38
H 0.415 -1.960 1.002  0.22
H 1.383 -0.811 1.956  0.22
H 2.167 -1.875 0.783  0.23
H 1.347 -1.537 -1.849  0.20
H 0.815 0.167 -2.266  0.22
H 2.307 1.377 -0.521  0.36

=====

<two>
DFT (ωB97M-V/def2-TZVPD) results for a cluster of 2 separate species, C5H11N3 in total.

Results
HOMO energy (spin up / spin down): -6.660 / -6.658 eV

Last column: natural (NBO) charge in e.
CARTESIAN COORDINATES (ANGSTROEM)
C -1.173 -0.989 0.631  -0.15
C 1.977 -0.772 0.369  -0.44
C -1.803 -1.673 -0.541  -0.66
C 0.433 0.969 -0.242  0.35
C -1.010 1.265 -0.170  0.09
N 1.347 1.913 -0.556  -0.80
N 0.667 -0.265 0.041  -0.42
N -1.558 2.330 0.215  -0.69
H 2.291 1.688 -0.824  0.39
H 1.028 2.851 -0.747  0.40
H -0.919 3.099 0.494  0.29
H -1.829 -0.396 1.253  0.21
H -0.561 -1.647 1.244  0.17
H 2.580 -0.907 -0.537  0.20
H 2.532 -0.126 1.063  0.19
H 1.868 -1.756 0.830  0.21
H -2.265 -2.618 -0.221  0.21
H -1.053 -1.926 -1.293  0.22
H -2.554 -1.042 -1.010  0.23

=====

<three>
DFT (ωB97M-V/def2-TZVPD) results for a cluster of 2 separate species, C5H11N3 in total.

Results
HOMO energy: -9.010 eV
SMILES: CN[C@@]1(C)CN1.C#N

Last column: natural (NBO) charge in e.
CARTESIAN COORDINATES (ANGSTROEM)
C -1.887 0.575 0.220  -0.42
N -0.681 0.301 -0.552  -0.62
C 0.555 0.346 0.197  0.23
C 0.585 -0.553 1.412  -0.63
C 1.780 0.480 -0.625  -0.29
N 1.236 1.624 0.212  -0.62
H -2.711 0.720 -0.478  0.21
H -1.777 1.469 0.850  0.18
H -2.116 -0.295 0.836  0.20
H -0.609 0.983 -1.303  0.37
H -0.095 -0.181 2.172  0.22
H 0.287 -1.561 1.137  0.23
H 1.588 -0.585 1.831  0.22
H 1.723 0.710 -1.681  0.20
H 2.694 -0.005 -0.298  0.20
H 1.770 1.799 1.056  0.36
C -0.781 -1.875 -1.661  0.10
N -1.808 -2.374 -1.543  -0.37
H 0.248 -1.579 -1.783  0.23

=====

Most stable: <three>

=====

<one>
DFT (ωB97M-V/def2-TZVPD) results for a cluster of 2 separate species, C2HO4P in total.

Results
HOMO energy: -9.246 eV
SMILES: O=CP=O.O=C=O

Last column: natural (NBO) charge in e.
CARTESIAN COORDINATES (ANGSTROEM)
O 0.511 1.871 -0.217  -0.44
C 0.185 0.760 -0.023  0.06
P 0.374 -0.782 0.858  1.28
O 1.294 -1.555 0.047  -1.02
H -0.734 0.320 -0.474  0.07
O 4.128 -0.222 2.913  -0.47
C 3.025 -0.027 2.612  1.06
O 1.922 0.253 2.364  -0.56

=====

<two>
DFT (ωB97M-V/def2-TZVPD) results for the molecule C2HO4P.

Results
HOMO energy: -9.915 eV
SMILES: O=c1oo[pH]c1=O

Last column: natural (NBO) charge in e.
CARTESIAN COORDINATES (ANGSTROEM)
O -1.270 -1.223 1.555  -0.51
C -0.810 -0.450 0.785  0.67
O -1.438 0.555 0.285  -0.20
O -0.733 1.358 -0.697  -0.49
P 0.888 1.039 -0.940  0.79
C 0.788 -0.387 0.300  0.24
O 1.726 -0.952 0.753  -0.44
H 0.848 0.059 -2.042  -0.04

=====

Most stable: <one>

=====

<one>
DFT (ωB97M-V/def2-TZVPD) results for the molecule CH3OP.

Results
HOMO energy: -9.442 eV
SMILES: C1OP1

Last column: natural (NBO) charge in e.
CARTESIAN COORDINATES (ANGSTROEM)
C -0.595 0.132 -0.077  -0.24
O -0.601 -0.854 -1.070  -0.73
P 0.211 -1.670 0.292  0.61
H 0.330 0.816 -0.073  0.21
H -1.684 0.344 0.196  0.22
H 1.501 -1.348 -0.268  -0.07

=====

<two>
DFT (ωB97M-V/def2-TZVPD) results for the molecule CH3OP.

Results
HOMO energy: -9.612 eV
SMILES: C1OP1

Last column: natural (NBO) charge in e.
CARTESIAN COORDINATES (ANGSTROEM)
C 0.524 0.273 -0.393  -0.34
O -0.460 1.001 0.426  -0.72
P -1.100 -0.525 -0.063  0.74
H 1.191 -0.311 0.268  0.20
H 0.758 0.693 -1.349  0.22
H -0.913 -1.132 1.111  -0.10

=====

Most stable: <two>